111
Properties=species:S:1:pos:R:3:forces:R:3:lowdin_charge:R:1 method="wB97M-V/def2-TZVPD" multiplicity=5 homo_lumo_gap_ev="6.305 / 5.414" total_charge=0
Rh -1.008 0.011 -0.147 -0.378 0.111 -0.086 0.7179
N 0.810 -2.467 0.591 -0.201 0.244 -0.419 -0.3469
P -0.850 -2.199 0.385 0.192 0.312 0.124 0.8512
C -1.392 -3.539 -0.717 -0.004 -0.048 0.002 -0.3156
C -2.685 -3.481 -1.229 0.011 -0.079 -0.039 -0.0914
C -3.179 -4.501 -2.026 -0.001 0.020 0.000 -0.0678
C -2.383 -5.600 -2.317 -0.001 -0.016 -0.006 -0.0833
C -1.099 -5.677 -1.799 0.017 -0.006 0.001 -0.0818
C -0.608 -4.655 -0.999 0.000 0.023 -0.065 -0.0893
C -1.641 -2.674 1.949 -0.094 -0.122 -0.029 -0.3581
C -1.140 -3.716 2.726 -0.003 0.008 -0.004 -0.0862
C -1.766 -4.059 3.913 0.013 -0.007 -0.010 -0.0804
C -2.900 -3.368 4.326 0.000 -0.004 0.010 -0.0824
C -3.402 -2.331 3.556 0.001 0.006 -0.003 -0.0705
C -2.770 -1.981 2.369 -0.005 0.011 0.031 -0.1003
P 1.728 -0.988 0.413 0.407 -0.070 -0.046 0.9776
C 2.251 -0.629 2.102 0.005 -0.133 0.107 -0.3632
C 3.025 -1.491 2.849 0.039 0.037 -0.009 -0.1146
C 3.335 -1.220 4.182 0.006 -0.001 0.009 -0.0713
C 2.894 -0.003 4.765 0.010 0.014 -0.030 -0.0999
C 2.071 0.829 4.082 -0.008 0.039 0.027 -0.0565
C 1.509 0.468 2.766 -0.110 -0.009 0.123 -0.2477
C 3.227 -1.714 -0.354 -0.036 -0.081 0.017 -0.3816
C 3.076 -2.587 -1.435 -0.009 -0.001 -0.014 -0.1225
C 4.179 -3.059 -2.130 0.008 0.012 -0.002 -0.0853
C 5.456 -2.649 -1.769 -0.008 -0.022 -0.021 -0.0895
C 5.617 -1.767 -0.712 -0.007 0.014 0.029 -0.0784
C 4.513 -1.304 -0.007 -0.004 0.029 -0.025 -0.1023
H 1.236 -3.289 0.187 0.029 -0.106 0.319 0.0185
H -3.310 -2.632 -1.003 -0.092 0.159 0.024 0.0892
H -4.184 -4.433 -2.421 0.016 -0.003 0.004 0.1074
H -2.765 -6.399 -2.941 0.005 0.011 0.000 0.1031
H -0.475 -6.535 -2.013 -0.014 0.005 0.002 0.1039
H 0.393 -4.759 -0.597 -0.030 -0.012 -0.030 0.0893
H -0.243 -4.239 2.414 -0.014 0.001 0.007 0.1022
H -1.366 -4.860 4.522 -0.007 0.006 -0.004 0.1013
H -3.381 -3.631 5.260 0.000 0.006 -0.011 0.1018
H -4.265 -1.771 3.890 0.005 -0.007 0.000 0.1069
H -3.126 -1.137 1.791 0.003 -0.013 -0.016 0.0871
H 3.432 -2.384 2.386 -0.002 0.017 0.000 0.1050
H 3.959 -1.901 4.745 -0.005 0.011 -0.005 0.0930
H 3.234 0.265 5.759 -0.003 -0.005 -0.009 0.0990
H 1.739 1.756 4.537 -0.025 -0.017 0.003 0.1134
H 1.391 1.345 2.132 -0.025 0.054 -0.071 0.0880
H 2.085 -2.882 -1.766 0.011 0.011 0.023 0.0979
H 4.038 -3.737 -2.963 0.012 0.007 0.008 0.1029
H 6.318 -3.013 -2.313 -0.006 0.008 0.007 0.1006
H 6.608 -1.439 -0.425 -0.003 -0.001 -0.004 0.1038
H 4.653 -0.619 0.819 0.002 0.000 0.001 0.1007
C 2.308 5.278 -0.654 0.020 0.045 0.020 -0.1672
Si 1.766 3.593 -0.019 -0.029 -0.064 -0.012 0.4697
C 3.282 2.672 0.576 0.059 0.014 -0.025 -0.1659
C 0.515 3.912 1.330 0.028 0.039 0.024 -0.1594
C 0.932 2.683 -1.436 0.048 0.004 -0.045 -0.1831
C -0.518 2.894 -1.518 0.014 0.062 0.043 -0.3652
C -0.985 3.984 -2.270 -0.032 -0.013 0.008 -0.0294
C -2.331 4.267 -2.323 -0.017 -0.006 0.005 -0.0454
C -3.212 3.456 -1.619 0.025 0.019 0.016 -0.0435
C -2.688 2.399 -0.912 0.089 0.093 0.067 -0.1583
N -1.377 2.103 -0.851 -0.086 -0.032 -0.039 0.0239
Si 1.806 2.145 -3.012 -0.028 -0.008 0.044 0.4594
C 0.558 1.358 -4.155 0.028 0.001 -0.039 -0.1705
C 3.163 0.917 -2.663 0.024 -0.025 -0.012 -0.1622
C 2.573 3.644 -3.854 0.006 0.015 -0.035 -0.1740
H 2.821 5.809 0.155 -0.016 0.008 -0.019 0.0365
H 1.445 5.883 -0.946 0.010 -0.014 -0.014 0.0321
H 2.990 5.224 -1.503 -0.010 -0.016 0.032 0.0127
H 3.613 3.071 1.539 -0.001 -0.007 -0.022 0.0431
H 4.107 2.784 -0.133 -0.016 0.014 0.017 0.0308
H 3.096 1.605 0.707 0.008 -0.019 -0.011 -0.0048
H 1.004 4.350 2.205 -0.019 -0.010 -0.010 0.0438
H -0.017 3.018 1.650 0.103 0.005 -0.001 -0.0075
H -0.235 4.627 0.979 0.016 -0.001 0.000 0.0432
H -0.269 4.599 -2.800 0.007 -0.024 0.020 0.1102
H -2.690 5.108 -2.903 -0.008 -0.007 0.004 0.1118
H -4.279 3.625 -1.623 0.006 0.007 -0.008 0.1094
H -3.341 1.733 -0.366 0.128 0.231 0.052 0.0803
H 0.119 0.492 -3.658 -0.055 -0.044 0.001 0.0046
H 1.053 1.027 -5.072 -0.039 -0.008 0.016 0.0373
H -0.253 2.036 -4.432 0.013 -0.002 0.008 0.0346
H 2.739 -0.006 -2.268 0.017 -0.002 -0.013 0.0028
H 3.903 1.278 -1.946 -0.026 0.007 -0.015 0.0251
H 3.684 0.675 -3.594 0.002 0.013 0.019 0.0443
H 1.890 4.493 -3.930 0.005 -0.019 -0.001 0.0244
H 2.863 3.361 -4.869 0.005 0.014 0.014 0.0334
H 3.473 3.982 -3.337 -0.022 -0.012 0.001 0.0231
N -2.084 1.170 5.897 -0.033 -0.025 -0.004 0.0870
C -1.547 1.034 4.611 0.000 0.047 -0.017 -0.3667
C -2.077 1.879 3.571 0.030 -0.056 -0.015 -0.0584
C -1.763 1.566 2.285 -0.036 -0.025 0.045 -0.2408
N -0.921 0.593 1.880 0.081 -0.120 -0.039 -0.1318
C -0.116 -0.043 2.903 0.008 -0.018 0.016 -0.2742
C -0.647 0.089 4.286 -0.007 -0.032 0.025 -0.0446
H -2.420 2.098 6.101 0.004 0.014 0.011 0.0743
H -1.497 0.816 6.635 0.022 -0.004 -0.004 0.0800
H -2.786 2.667 3.787 0.009 -0.011 -0.003 0.0879
H -2.239 2.126 1.494 -0.039 0.045 -0.055 0.0719
H -0.011 -1.106 2.685 0.032 0.040 -0.030 0.0756
H -0.273 -0.603 5.033 -0.007 -0.003 -0.014 0.1158
N -1.623 -0.408 -1.888 -0.136 0.018 0.152 -0.0535
C -2.795 -0.360 -2.536 0.270 -0.118 0.010 -0.4226
C -2.831 -0.563 -3.942 -0.120 0.032 -0.013 -0.0277
C -4.022 -0.504 -4.635 0.053 -0.025 0.031 -0.0909
C -5.219 -0.251 -3.967 -0.033 0.011 -0.022 -0.0923
C -5.214 -0.058 -2.586 0.035 -0.001 0.030 -0.0871
C -4.031 -0.109 -1.878 -0.104 -0.187 -0.053 -0.0823
H -1.902 -0.770 -4.453 0.065 0.015 0.009 0.1013
H -4.026 -0.659 -5.707 -0.007 -0.003 0.011 0.1009
H -6.150 -0.210 -4.517 0.010 0.003 0.011 0.0978
H -6.143 0.130 -2.063 0.002 0.001 -0.013 0.1033
H -4.014 0.043 -0.805 -0.054 -0.269 -0.084 0.0822


117
Properties=species:S:1:pos:R:3:forces:R:3:lowdin_charge:R:1 method="wB97M-V/def2-TZVPD" homo_lumo_gap_ev=5.737 total_charge=-2
Y 0.974 -0.120 -0.169 0.195 0.225 0.280 0.8958
S 1.792 -2.013 -2.124 0.040 -0.119 -0.172 0.5961
C 3.096 -0.979 -2.496 0.111 0.035 -0.109 -1.1137
S 3.198 0.516 -1.626 0.221 -0.030 -0.140 0.5652
C 4.051 -1.297 -3.475 -0.103 0.002 0.140 -0.4043
C 5.132 -0.430 -3.797 0.043 0.041 -0.050 -0.2992
N 6.026 0.239 -4.103 -0.102 -0.085 0.051 0.0984
C 3.997 -2.520 -4.201 -0.005 -0.032 -0.064 -0.2976
N 3.989 -3.498 -4.819 0.013 0.101 0.081 0.0988
O -0.282 -1.923 0.399 -0.113 -0.270 0.074 -0.4261
N 0.177 -3.168 0.272 0.000 -0.019 0.023 -0.2316
C -0.642 -4.070 -0.307 0.017 0.172 0.040 -0.0465
C -0.278 -5.377 -0.455 0.024 -0.039 0.011 -0.0811
C 0.989 -5.763 0.008 0.053 0.062 0.038 -0.0903
C 1.813 -4.833 0.582 -0.081 -0.087 -0.062 -0.0974
C 1.435 -3.476 0.718 -0.035 0.018 0.050 -0.7259
S 2.416 -2.268 1.375 0.014 -0.050 -0.109 0.7086
H -1.576 -3.641 -0.641 -0.007 -0.022 -0.008 0.0969
H -0.953 -6.068 -0.941 0.023 0.012 0.010 0.0927
H 1.325 -6.787 -0.107 -0.013 0.025 0.002 0.0972
H 2.806 -5.093 0.921 -0.008 0.015 0.002 0.0978
C -4.710 -2.592 -0.909 0.074 -0.020 0.044 -0.3228
As -3.304 -1.250 -1.338 -0.123 -0.110 -0.083 1.2025
C -3.856 -1.047 -3.213 0.045 0.116 0.030 -0.3197
C -4.303 0.250 -0.540 0.018 0.107 0.170 -0.4149
C -5.434 0.773 -1.168 0.048 -0.038 0.075 -0.1246
C -6.225 1.732 -0.554 -0.009 0.009 0.032 -0.1027
C -5.906 2.153 0.727 0.023 -0.044 -0.005 -0.1049
C -4.773 1.655 1.354 -0.003 -0.070 -0.125 -0.1311
C -3.931 0.733 0.729 -0.121 -0.014 -0.067 -0.4066
As -2.181 0.196 1.524 -0.096 0.118 -0.045 1.1813
C -2.833 -1.343 2.560 0.062 0.061 -0.006 -0.2954
C -2.031 1.498 3.006 0.055 -0.175 0.023 -0.2790
H -5.712 -2.209 -1.103 0.011 0.026 -0.011 0.0125
H -4.632 -2.888 0.139 -0.035 0.024 -0.037 -0.0013
H -4.536 -3.474 -1.529 0.006 0.002 0.012 0.0118
H -4.935 -1.122 -3.356 -0.021 -0.009 0.042 0.0145
H -3.366 -1.846 -3.768 0.011 0.007 0.012 0.0212
H -3.484 -0.098 -3.602 -0.098 -0.108 0.044 0.0270
H -5.707 0.428 -2.157 0.008 -0.022 -0.020 0.0804
H -7.089 2.135 -1.067 -0.003 -0.002 -0.006 0.0939
H -6.527 2.880 1.237 -0.004 0.012 0.005 0.0951
H -4.548 2.010 2.347 0.034 0.045 0.068 0.0752
H -3.668 -1.050 3.196 -0.029 0.005 0.016 0.0214
H -2.007 -1.706 3.170 0.026 -0.026 0.009 0.0131
H -3.144 -2.140 1.886 0.049 0.043 -0.044 -0.0001
H -1.927 0.929 3.928 0.018 -0.029 0.076 0.0173
H -2.873 2.172 3.113 -0.060 0.041 -0.024 -0.0013
H -1.127 2.090 2.863 -0.022 -0.048 -0.038 0.0011
C -2.215 3.380 -1.671 -0.008 0.041 0.008 -0.0950
C -1.708 3.180 -0.240 -0.011 0.072 -0.028 -0.5238
C -2.366 4.199 0.691 -0.046 0.067 -0.045 -0.1137
P 0.148 2.893 -0.176 -0.088 -0.029 -0.047 1.0753
C 0.839 4.149 -1.363 0.041 0.016 0.054 -0.5291
C 2.363 4.028 -1.392 0.006 0.076 0.061 -0.1208
C 0.448 5.617 -1.193 -0.048 0.050 0.022 -0.1207
C 0.679 3.440 1.464 0.065 -0.019 0.108 -0.3192
C 0.426 4.732 1.940 -0.008 -0.009 0.001 -0.0978
C 0.850 5.202 3.170 -0.030 0.035 0.006 -0.3037
C 0.556 6.606 3.636 0.001 -0.023 0.008 -0.0762
C 1.575 4.299 3.950 0.037 -0.060 -0.014 -0.0642
C 1.858 3.022 3.521 -0.051 -0.041 -0.092 -0.0250
C 1.429 2.509 2.251 -0.019 0.011 0.011 -0.3348
N 1.705 1.229 1.836 0.149 0.311 0.296 -0.0410
C 2.692 0.611 2.672 -0.043 -0.007 -0.073 -0.3234
C 2.317 -0.226 3.733 -0.010 0.000 -0.015 -0.2956
C 0.863 -0.491 3.979 -0.028 0.042 0.105 -0.0606
C 3.285 -0.803 4.543 -0.031 -0.015 0.004 -0.0407
C 4.640 -0.576 4.334 0.005 -0.030 0.025 -0.2890
C 5.681 -1.267 5.178 0.021 -0.013 -0.009 -0.0708
C 4.999 0.272 3.299 -0.002 0.027 -0.043 -0.0176
C 4.054 0.877 2.472 -0.018 0.026 -0.003 -0.2074
C 4.496 1.844 1.411 0.025 0.035 0.049 -0.0458
H -3.306 3.285 -1.677 0.001 0.000 -0.020 0.0747
H -1.803 2.645 -2.359 -0.006 0.006 0.026 0.0565
H -1.965 4.376 -2.050 -0.016 -0.050 0.003 0.0697
H -2.086 2.205 0.060 0.022 -0.032 -0.031 0.0018
H -2.055 4.087 1.730 -0.006 -0.011 -0.060 0.0551
H -3.453 4.060 0.644 0.064 0.020 -0.007 0.0656
H -2.155 5.228 0.384 -0.014 -0.055 0.035 0.0626
H 0.452 3.794 -2.320 0.011 -0.053 -0.071 0.0821
H 2.684 3.035 -1.695 0.013 -0.050 -0.016 -0.0022
H 2.779 4.750 -2.102 -0.003 -0.024 0.020 0.0758
H 2.788 4.246 -0.405 -0.039 -0.018 -0.055 0.0735
H 0.965 6.063 -0.340 -0.023 -0.014 -0.043 0.0654
H -0.627 5.768 -1.063 0.105 -0.009 -0.003 0.0465
H 0.758 6.174 -2.084 -0.012 -0.011 0.013 0.0744
H -0.143 5.406 1.312 0.034 -0.046 0.053 0.0746
H -0.103 7.119 2.931 0.017 -0.027 0.010 0.0654
H 1.466 7.209 3.730 -0.022 -0.037 -0.005 0.0671
H 0.062 6.616 4.614 0.026 -0.011 -0.049 0.0659
H 1.933 4.606 4.930 -0.012 -0.013 -0.030 0.1041
H 2.427 2.384 4.182 0.026 -0.066 -0.010 0.1051
H 0.422 -0.979 3.108 -0.052 -0.025 -0.056 0.0378
H 0.332 0.448 4.152 -0.040 -0.005 -0.007 0.0595
H 0.727 -1.141 4.848 0.009 0.022 -0.028 0.0761
H 2.970 -1.465 5.347 0.012 0.029 -0.035 0.1097
H 5.413 -1.252 6.239 -0.003 0.002 -0.042 0.0662
H 6.657 -0.788 5.069 -0.051 -0.019 0.004 0.0648
H 5.793 -2.315 4.883 -0.009 0.059 0.009 0.0749
H 6.052 0.474 3.118 -0.019 0.001 -0.003 0.1070
H 5.586 1.892 1.366 -0.036 -0.002 0.005 0.0750
H 4.114 2.848 1.619 -0.007 -0.013 -0.001 0.0755
H 4.129 1.550 0.429 0.024 0.011 0.054 -0.0135
O -0.944 -0.474 -3.355 -0.069 0.027 -0.072 -0.0066
B -0.227 0.388 -2.443 -0.229 0.031 -0.407 -0.5437
O 0.065 1.562 -3.237 0.081 0.045 -0.097 0.0195
C -0.404 1.376 -4.497 -0.015 -0.104 0.154 -0.2293
C -0.346 2.219 -5.585 0.031 0.060 0.022 -0.0029
C -0.930 1.772 -6.774 0.012 0.016 0.019 -0.1201
C -1.539 0.526 -6.848 -0.013 -0.028 -0.014 -0.1177
C -1.593 -0.322 -5.738 0.009 -0.056 0.023 -0.0174
C -1.020 0.129 -4.567 0.112 0.037 0.049 -0.2478
H 0.145 3.184 -5.517 -0.024 -0.064 -0.003 0.1120
H -0.898 2.403 -7.654 0.001 -0.013 0.025 0.0862
H -1.972 0.199 -7.787 0.015 0.008 0.035 0.0866
H -2.053 -1.302 -5.791 0.032 0.065 -0.016 0.1073


Looking at energy above the lowest of the compared OMol25 structures with the same formula, charge and spin for the records above, in order, we have 0.0454; 0.3220 eV.